# 1
Computed, not measured: a molecular structure, C16H20N6S2Si2W, with ωB97M-V/def2-TZVPD.

```
47
Properties=species:S:1:pos:R:3:forces:R:3:nbo_charge:R:1
W -0.68101 -0.03146 -0.72602 -0.32 -0.16 0.10 0.475
C -2.30473 3.22628 0.21408 0.00 -0.02 -0.01 -1.117
Si -0.62456 2.37874 0.19070 0.03 -0.03 -0.02 1.324
C 0.47859 3.34799 -1.00401 -0.02 0.01 0.01 -1.115
C 0.10257 2.50795 1.92408 0.02 0.03 -0.02 -0.489
C 0.58691 3.68852 2.49364 0.01 0.00 0.00 -0.137
C 1.06519 3.70115 3.79430 0.00 -0.01 0.00 -0.230
C 1.05572 2.53198 4.54868 0.00 0.01 -0.01 -0.211
C 0.56869 1.35763 3.99718 0.01 0.00 0.00 -0.192
C 0.09510 1.33083 2.68280 -0.01 -0.03 0.00 -0.457
Si -0.61980 -0.19281 1.83555 0.04 0.00 -0.01 1.326
C -2.24695 -0.62138 2.67046 -0.01 0.02 -0.01 -1.117
C 0.56543 -1.65045 2.06504 -0.01 0.01 0.02 -1.113
H -2.20680 4.22319 0.65237 0.00 0.00 0.00 0.234
H -3.02835 2.66697 0.81020 0.00 0.00 0.00 0.241
H -2.71372 3.33466 -0.79267 0.00 0.00 0.00 0.235
H 0.42050 4.41528 -0.77131 0.01 0.00 -0.01 0.234
H 0.16242 3.21452 -2.04085 0.00 0.00 0.00 0.239
H 1.52328 3.04310 -0.91704 0.00 0.00 0.00 0.227
H 0.59560 4.60910 1.91821 0.00 0.00 0.00 0.193
H 1.44479 4.61937 4.22564 0.00 0.00 0.00 0.209
H 1.42870 2.54193 5.56551 0.00 0.00 0.00 0.210
H 0.56439 0.45358 4.59827 0.00 0.00 0.00 0.203
H -2.11497 -0.65210 3.75523 0.01 0.00 0.00 0.236
H -2.62096 -1.59386 2.34465 -0.01 0.00 0.00 0.237
H -3.01161 0.12523 2.44700 0.00 0.00 0.01 0.242
H 0.69159 -1.84398 3.13472 0.00 0.00 0.00 0.237
H 1.55157 -1.44434 1.64597 0.00 0.00 0.00 0.235
H 0.17678 -2.55982 1.60260 0.01 0.00 0.00 0.245
S -2.32609 -1.71830 -0.59497 0.15 0.17 0.01 0.083
C -1.90658 -0.94699 -2.11688 -0.03 0.01 -0.03 -0.427
S -2.25933 0.77215 -2.23929 0.07 -0.04 -0.02 0.093
C -0.58880 -1.34670 -2.62197 0.08 -0.01 -0.11 -0.563
C 0.08953 -0.62570 -3.65015 0.00 0.02 0.03 0.371
N 0.76365 -0.06959 -4.40362 0.01 0.02 0.00 -0.431
C -0.11132 -2.69216 -2.45605 -0.14 -0.01 0.11 0.292
N 0.28085 -3.76333 -2.30549 0.08 0.02 -0.05 -0.311
N 3.59000 0.33064 -3.73290 0.00 0.00 0.06 -0.771
C 4.27645 0.35637 -2.59765 -0.07 0.02 -0.09 0.670
N 5.61397 0.36447 -2.63788 0.00 -0.02 0.00 -0.760
N 3.73707 0.40716 -1.38026 0.11 0.16 0.16 -0.625
C 2.48924 0.26399 -1.15516 -0.06 -0.27 -0.10 0.674
N 1.37912 0.09999 -0.83845 0.03 0.15 0.01 -0.589
H 4.06181 0.25681 -4.61741 0.00 0.00 0.00 0.407
H 2.57069 0.29860 -3.76392 -0.01 0.00 -0.04 0.452
H 6.12411 0.35808 -3.50115 0.01 0.00 0.00 0.406
H 6.11115 0.38110 -1.76535 0.00 0.00 0.00 0.427
```
Positions in Å, forces in eV/Å.

- energy (Eh) = -2392.74559
- multiplicity = 1
- strongest force on any atom (eV Å⁻¹) = 0.4

***

# 2
Computed, not measured: 3 unconnected molecules or ions with the total composition C16H20NO2P in a non-equilibrium geometry, with ωB97M-V/def2-TZVPD.

```
40
Properties=species:S:1:pos:R:3:forces:R:3:nbo_charge:R:1
O 1.52498 4.11066 -1.86978 0.00 0.03 0.23 -1.081
P 1.16169 3.04861 -2.83276 0.22 0.65 0.22 1.549
C -0.61436 2.98513 -3.22744 0.24 -0.46 -0.02 -0.603
C -1.42803 4.11202 -2.52171 -0.97 -0.84 -0.74 -0.219
N -2.74038 3.49096 -2.21547 0.37 0.10 0.84 -0.668
C -2.33452 2.15994 -1.82156 -0.53 -0.34 0.57 0.701
O -2.60793 1.65051 -0.76424 0.15 0.27 -1.12 -0.493
C -1.34199 1.65681 -2.86353 0.60 0.97 0.54 -0.522
H 1.54561 1.75473 -2.42590 -0.12 -0.12 -0.21 -0.095
H 1.80151 3.23129 -4.07590 -0.07 -0.33 -0.09 -0.098
H -0.69238 3.12670 -4.29906 0.07 0.10 -0.24 0.236
H -0.98667 4.43074 -1.59223 0.30 0.31 0.08 0.234
H -1.61144 4.90562 -3.22837 0.26 0.59 0.21 0.213
H -3.30664 3.44313 -3.05050 -0.16 -0.04 -0.18 0.367
H -1.82416 1.33286 -3.77251 -0.37 -0.57 0.05 0.239
H -0.69164 0.90784 -2.43295 0.04 -0.38 -0.12 0.239
C 1.79694 -3.05930 -0.07435 0.01 0.00 -0.02 -0.200
C 2.96686 -3.17861 -0.81166 0.00 -0.01 0.00 -0.216
C 3.55135 -2.05295 -1.37477 0.01 0.00 -0.01 -0.214
C 2.96417 -0.80742 -1.20213 -0.01 0.01 -0.01 -0.241
C 1.79149 -0.69021 -0.46915 -0.03 0.06 -0.04 -0.156
C 1.20744 -1.81488 0.09500 -0.04 -0.02 0.01 -0.237
H 1.34469 -3.93637 0.36985 -0.01 -0.01 0.01 0.212
H 3.42449 -4.14986 -0.94651 0.01 -0.01 0.00 0.212
H 4.46560 -2.14589 -1.94615 0.01 0.00 0.00 0.212
H 3.42344 0.07189 -1.63639 0.02 0.01 0.01 0.209
H 1.32957 0.28028 -0.33330 0.02 0.02 0.05 0.199
H 0.29590 -1.72129 0.67018 0.01 0.01 0.03 0.219
C -1.44979 -0.62158 3.82428 0.01 0.02 0.00 -0.210
C -1.61626 -1.66460 2.92460 -0.01 -0.01 -0.05 -0.223
C -1.37025 -2.97153 3.32136 0.01 0.00 -0.01 -0.206
C -0.95543 -3.23579 4.61893 0.01 -0.01 0.00 -0.217
C -0.78414 -2.19250 5.51761 0.00 0.00 0.01 -0.212
C -1.03203 -0.88596 5.12081 0.00 0.00 0.00 -0.210
H -1.64532 0.39653 3.51436 0.00 0.01 -0.01 0.218
H -1.93912 -1.45743 1.91206 -0.04 0.01 0.00 0.215
H -1.50203 -3.78465 2.61897 -0.01 -0.01 -0.01 0.209
H -0.76546 -4.25481 4.92973 0.01 -0.01 0.00 0.211
H -0.45679 -2.39776 6.52837 0.00 0.00 0.02 0.212
H -0.89897 -0.07286 5.82220 0.00 0.01 0.01 0.213
```
Positions in Å, forces in eV/Å.

- energy (Eh) = -1168.24994
- multiplicity = 1
- strongest force on any atom (eV Å⁻¹) = 1.5
- SMILES = O=[PH2][C@@H]1CNC(=O)C1.c1ccccc1.c1ccccc1

***

# 3
Computed, not measured: a molecular structure, C16H20NO2Tl in a non-equilibrium geometry, with ωB97M-V/def2-TZVPD.

```
40
Properties=species:S:1:pos:R:3:forces:R:3:mulliken_charge:R:1
Tl 0.11134 -0.00518 0.12262 0.35 0.52 0.86 1.429
C -2.58434 0.61751 0.50304 0.53 1.21 -0.83 -0.532
C -1.81308 1.37865 1.46225 0.24 0.88 -1.52 -0.530
C -0.92412 2.24996 0.71736 -0.81 0.41 0.78 -0.568
H -1.63583 1.31092 2.53200 -0.68 -0.42 -0.22 0.379
C -1.20663 2.07406 -0.67356 0.22 0.55 -1.03 -0.279
C -2.18500 1.04218 -0.81811 -0.64 0.02 0.23 -0.714
H -2.55456 0.58069 -1.79581 0.58 0.87 1.59 0.395
H -3.19328 -0.28029 0.56269 0.05 0.34 0.74 0.403
H -0.15110 2.93646 1.18476 -1.18 -0.97 -0.84 0.362
H -0.75917 2.66586 -1.51677 -0.33 -0.85 1.05 0.317
C -0.16812 -2.53474 -0.18316 0.17 -0.60 -0.74 -0.451
C -1.07600 -1.99936 -1.16329 0.40 -0.49 0.13 -0.490
C -0.30586 -1.30392 -2.16089 0.69 -0.07 0.07 -0.713
H -2.18392 -2.03269 -1.09946 1.02 0.01 -0.03 0.388
C 1.08595 -1.40264 -1.79335 -0.39 -0.43 -0.70 0.233
C 1.18796 -2.17452 -0.57566 -0.59 0.19 0.04 -0.911
H 2.11214 -2.35628 0.02374 -0.92 0.03 -0.74 0.342
H -0.43860 -3.03921 0.77457 0.29 0.53 -1.32 0.514
H -0.70414 -0.65583 -2.98501 0.49 -0.88 0.92 0.309
H 1.92179 -0.91262 -2.32870 -0.68 -0.25 0.45 0.278
O 1.59582 1.41701 -0.40534 -0.16 -2.09 0.92 -0.264
C 3.22024 1.57472 -2.74261 -0.86 -1.03 0.87 0.933
C 3.58910 1.86466 -1.34015 -0.04 -0.85 -0.62 -1.446
C 2.27185 2.45258 -3.45945 0.52 -0.51 0.32 -1.499
C 3.97059 0.52834 -3.46596 -0.47 0.54 0.37 -2.029
C 2.94364 0.91718 -0.29677 -0.65 0.95 -0.22 -0.263
H 3.24207 2.87386 -1.08914 0.33 0.07 0.33 0.140
H 4.65922 1.74538 -1.19704 1.20 0.39 0.18 0.601
H 3.13955 -0.20147 -0.53733 -0.54 1.72 0.25 0.133
H 3.25390 1.15027 0.76142 0.31 -0.43 -0.62 0.376
H 2.80308 3.32712 -3.86145 0.02 0.96 -0.55 0.391
H 1.48210 2.81145 -2.79853 -0.13 0.09 -0.06 0.164
H 1.82380 1.93696 -4.31279 -0.19 0.03 -0.11 0.253
H 4.89573 0.94342 -3.89288 1.05 -0.02 -0.54 0.770
H 3.39605 0.12809 -4.30306 -0.03 -0.21 -0.14 0.219
H 4.26336 -0.29900 -2.81195 0.07 -0.12 -0.10 0.214
O -2.75515 -1.46533 3.44344 -1.41 -0.56 1.01 -0.693
C -1.87719 -1.34893 2.66080 3.42 1.29 -2.35 0.641
N -0.95850 -1.13880 1.90206 -1.24 -0.82 2.18 -0.799
```
Positions in Å, forces in eV/Å.

- charge = -2
- energy (Eh) = -999.08294
- energy relative to the best compared isomer or geometry (same formula, charge and spin) (kJ/mol) = 355.1
- multiplicity = 1
- strongest force on any atom (eV Å⁻¹) = 4.3

***

# 4
Computed, not measured: 2 unconnected molecules or ions with the total composition C16H20O2 in a non-equilibrium geometry, with ωB97M-V/def2-TZVPD.

```
38
Properties=species:S:1:pos:R:3:forces:R:3:nbo_charge:R:1
C 5.30644 -1.73123 -0.11355 -2.74 -0.36 7.45 -0.663
C 4.26198 -0.78060 -0.17810 -6.72 3.39 0.82 0.092
C 3.66078 -0.26054 -1.38007 1.15 -2.67 2.67 -0.249
C 2.48665 0.48528 -1.34779 1.83 -1.56 -5.54 -0.164
C 1.94905 0.80884 -0.26093 -4.04 4.17 9.89 -0.147
C 2.48182 0.48443 1.12480 2.13 -2.75 -5.50 -0.159
C 3.52420 -0.41792 1.20039 -8.35 4.58 -17.38 -0.133
H 4.06123 -0.57890 1.83477 9.90 -3.51 13.70 0.134
H 2.14010 0.96005 1.93449 -1.59 1.54 2.93 0.200
C 0.79748 1.85309 -0.16615 -3.92 5.13 -4.88 0.550
O 0.40971 2.70044 -1.15162 3.16 -4.71 3.40 -0.609
C -0.20290 2.09739 0.98598 8.31 -9.75 1.33 -0.430
C -0.76158 0.48154 1.27153 -0.47 8.31 6.40 -0.349
C -1.71836 0.32751 0.30164 -5.90 -6.43 -1.15 -0.316
C -1.94051 -1.28191 0.11261 3.07 -2.97 8.83 0.574
O -1.44559 -2.05116 1.12631 -2.11 3.83 -5.39 -0.616
C -2.84248 -1.90212 -0.78410 0.57 9.02 -4.93 -0.466
H -3.03729 -2.87494 -0.67569 -0.54 -3.60 -0.05 0.246
C -4.12371 -0.92155 -0.78311 -3.08 -6.08 3.16 -0.380
C -4.06657 0.52971 -0.63371 -2.30 0.41 -7.72 -0.376
C -3.15748 0.91537 0.28638 4.33 5.36 9.22 -0.419
H -3.09634 2.09789 0.50442 0.16 -2.17 -1.36 0.230
H -3.56533 0.77453 1.39557 0.46 -0.65 -1.90 0.218
H -5.06661 1.02992 -0.47332 1.05 -0.79 -0.51 0.259
H -3.61083 0.95034 -1.95305 -1.34 -0.93 3.67 0.139
H -4.79554 -1.32471 -1.54546 0.19 0.61 -0.28 0.229
H -4.69400 -1.50150 0.21873 1.13 2.19 -2.15 0.182
H -2.39446 -1.34859 -1.83890 -0.73 -2.64 1.86 0.218
H -1.38141 0.47729 -0.59139 2.43 1.81 -5.72 0.205
H 0.00340 -0.15663 1.57890 0.88 -1.22 -0.36 0.264
H -1.32576 0.84967 2.27276 1.03 -1.68 -1.62 0.206
H 0.48622 2.27016 1.81208 -0.30 0.17 0.68 0.200
H -0.81443 2.81955 0.94189 -4.77 5.00 -1.22 0.206
H 1.93849 0.72049 -2.25771 0.42 0.20 -0.11 0.238
H 3.84180 -0.77509 -2.29822 0.97 0.16 -0.68 0.209
H 6.01135 -1.29972 0.62705 -0.24 -1.66 0.37 0.227
H 4.91682 -2.73896 -0.20532 0.14 -0.50 1.54 0.244
H 5.76364 -1.68743 -0.89209 5.81 0.76 -9.49 0.206
```
Positions in Å, forces in eV/Å.

- energy (Eh) = -771.67795
- energy relative to the best compared isomer or geometry (same formula, charge and spin) (kJ/mol) = 1337.4
- multiplicity = 1
- strongest force on any atom (eV Å⁻¹) = 19.8

***

# 5
Computed, not measured: a molecular structure, C16H21AgF6I2N2O3PSi in a non-equilibrium geometry, with ωB97M-V/def2-TZVPD.

```
53
Properties=species:S:1:pos:R:3:forces:R:3:mulliken_spin:R:1
Ag 8.21246 10.98784 10.51030 -0.16 0.80 -0.08 0.315
O 9.62852 14.60721 10.81100 -0.41 0.20 -0.19 0.004
N 8.60386 15.23599 10.51052 -0.56 -1.70 -0.69 0.000
N 7.68330 14.48780 9.79923 0.81 4.02 1.72 0.003
O 7.82347 13.31731 9.38926 0.43 -2.40 -0.41 -0.010
C 6.53457 15.23111 9.48683 -1.74 0.67 0.14 0.001
C 5.54990 14.60845 8.67822 0.88 0.63 0.80 -0.001
C 4.39213 15.27982 8.36911 0.47 1.27 -0.30 0.000
C 4.16684 16.60716 8.76446 -1.08 -0.49 -0.03 0.000
C 5.03966 17.20884 9.67548 1.12 -0.32 -0.20 0.000
C 6.22011 16.53464 10.02268 0.90 -0.78 0.01 0.000
H 5.73452 13.63103 8.29797 0.20 -0.58 -0.07 0.001
H 3.72674 14.83925 7.65637 -0.49 -0.30 -0.14 0.000
H 3.22993 17.04187 8.36055 0.76 0.18 0.63 0.000
H 4.93764 18.21924 10.09078 -0.35 -0.41 -0.33 0.000
H 6.98632 16.97096 10.70071 -0.92 -0.23 -0.60 0.000
C 9.30294 10.32244 12.15563 1.15 -0.06 1.18 0.634
C 9.37931 8.86099 12.17188 0.37 0.05 -0.18 -0.220
C 10.25160 8.14086 11.30923 0.26 -0.14 0.09 0.132
C 10.37088 6.73088 11.40908 -1.22 0.94 0.82 -0.077
C 9.40698 6.07714 12.21854 1.33 1.35 -0.82 0.133
C 8.50506 6.79882 12.98785 -0.50 -1.00 0.85 -0.067
C 8.55262 8.15952 13.08470 0.31 0.77 -0.69 0.122
H 10.23517 10.90703 11.91906 -0.86 -0.61 0.17 -0.002
H 8.74824 10.66693 13.04548 0.24 0.27 -0.58 0.000
H 10.80843 8.76460 10.58057 -0.11 -0.70 0.52 0.006
H 11.16032 6.12669 10.95631 -0.35 0.44 -0.29 -0.002
H 9.45961 5.02490 12.25267 -0.25 -1.14 0.15 0.012
H 7.75754 6.26134 13.58138 0.31 0.12 -0.15 -0.003
H 7.91008 8.72736 13.76685 0.31 -0.43 -0.41 0.008
C 7.26804 9.23049 6.17836 -0.90 0.45 0.96 0.000
Si 6.79186 9.50965 8.08023 2.36 0.93 0.68 -0.002
C 6.70483 7.87988 9.07736 0.99 0.57 -0.82 -0.002
C 5.16675 10.34556 8.54620 0.67 0.58 -0.20 0.002
O 8.09697 10.47201 8.50654 -0.96 -1.00 -1.01 0.021
H 8.36836 9.33054 6.11211 -0.65 -0.09 0.03 0.000
H 6.77433 10.04709 5.63185 0.36 0.02 -0.04 0.000
H 6.90198 8.31571 5.72255 0.12 -0.34 -0.05 0.000
H 6.14252 8.04300 10.01080 0.39 -0.41 -0.62 0.001
H 7.78572 7.62212 9.24277 -0.99 -0.14 0.17 0.000
H 6.24809 7.15773 8.39155 -0.04 -0.30 0.36 0.000
H 5.02171 11.18805 7.88067 -0.18 0.46 -0.08 0.000
H 5.07841 10.68577 9.60712 0.29 -0.46 -0.92 0.000
H 4.40854 9.63102 8.31569 -0.95 -0.57 0.06 0.000
F 5.23774 11.05360 11.87372 -0.60 -1.10 0.92 0.001
P 5.31336 9.56216 12.59745 0.51 0.20 -2.16 0.000
F 6.71539 9.33364 11.58227 -1.61 -0.08 1.65 -0.022
F 3.93232 9.79433 13.45784 1.33 0.11 -0.63 0.000
F 4.47359 8.88256 11.35310 0.09 0.63 1.05 0.000
F 5.49856 8.07917 13.24934 0.10 0.77 -0.19 0.000
F 6.28156 10.20473 13.73633 -0.73 -0.33 -0.15 0.002
I 10.46534 12.19650 7.78442 -0.16 -0.06 0.03 0.004
I 12.68021 13.72372 7.27603 -0.32 -0.30 0.05 0.002
```
Positions in Å, forces in eV/Å.

- charge = -2
- energy (Eh) = -2930.09992
- energy relative to the best compared isomer or geometry (same formula, charge and spin) (kJ/mol) = 0.0
- multiplicity = 2
- strongest force on any atom (eV Å⁻¹) = 4.4
- expectation value of S² = 0.773